(1)
Computed, not measured: a structure of composition C23H13BrMoN6O5 in a non-equilibrium geometry, with wB97M-V/def2-TZVPD.

Element x y z (Å)
Mo 0.08 -0.47 0.31
Br -5.21 0.97 -3.92
O -2.89 -2.48 2.08
O 1.09 -0.79 -1.12
O -1.36 -1.01 1.31
O 2.81 0.52 0.38
O 1.85 -1.94 -2.92
N -0.52 -2.37 -0.44
N 4.94 0.69 1.16
N 1.05 -0.81 1.88
N -1.59 0.08 -1.10
N 4.88 -0.12 4.60
N 0.64 6.80 1.60
C -0.78 -5.03 -0.94
C 0.54 3.84 -0.22
C -0.08 3.44 2.08
C -2.01 -2.18 1.35
C -1.54 -4.43 0.06
C -2.48 0.40 -3.30
C -0.06 1.61 0.50
C -1.45 0.11 -2.43
C -3.89 0.70 -1.40
C 0.34 2.50 -0.49
C 3.27 -0.18 2.63
C 0.22 -2.91 -1.40
C -1.38 -3.07 0.28
C 0.50 5.69 1.36
C 0.33 4.31 1.07
C 4.15 -0.16 3.72
C 2.04 -0.63 2.53
C -2.80 0.42 -0.61
C -0.31 2.10 1.79
C 3.65 0.39 1.27
C 0.11 -4.26 -1.70
C -3.75 0.67 -2.79
C 1.18 -1.85 -1.95
H 5.30 1.06 0.30
H -4.84 0.94 -0.95
H -0.24 3.81 3.08
H -2.30 0.41 -4.37
H 0.50 2.15 -1.51
H -2.90 0.47 0.47
H -0.69 1.45 2.58
H -0.87 -6.09 -1.13
H 0.72 -4.71 -2.48
H 0.86 4.52 -1.00
H 5.59 0.53 1.92
H -0.47 -0.10 -2.84
H -2.22 -5.01 0.68

Output
ΔE to the lowest compared entry with this formula, charge and spin (kcal/mol): 24.21
Total charge: +2
Frontier orbital gap (eV): 5.83

***

(2)
Computed, not measured: a structure of composition C57H67Br2ClN2O5 in a non-equilibrium geometry, with wB97M-V/def2-TZVPD.

Element x y z (Å)
Br 3.26 1.27 -5.27
Br 0.37 -0.09 -5.10
Cl 5.23 1.76 1.78
O -2.33 -7.09 -2.57
O 3.13 5.91 -1.10
O 1.01 -8.14 1.47
O -8.90 -2.36 6.01
O -5.09 -0.54 2.75
N 3.83 3.62 -0.59
N 3.38 3.90 -3.40
C 0.11 -6.52 0.02
C -5.61 -1.75 4.70
C -0.10 1.34 -2.50
C -1.37 -8.72 -1.18
C 1.93 8.38 -3.41
C -0.75 -6.25 -1.04
C 2.49 4.51 -4.41
C 3.59 1.15 -0.52
C -0.55 0.75 2.92
C 2.99 4.69 -1.10
C -9.08 0.12 1.68
C -0.13 -3.92 -0.95
C 5.69 1.09 -2.95
C 3.59 1.43 1.03
C -2.08 -9.76 -1.77
C -4.27 -2.01 4.98
C -0.48 3.74 -0.18
C -2.78 2.44 -0.49
C -0.98 -11.35 -0.33
C -7.74 -0.06 2.01
C 0.83 -5.48 0.62
C -4.92 -3.16 7.00
C 0.96 1.14 -3.64
C 1.77 3.77 -1.68
C -3.93 -2.72 6.12
C -10.08 -0.40 2.50
C 2.70 6.11 -4.49
C -1.89 -11.07 -1.34
C 0.27 -7.90 0.53
C -5.96 -0.98 3.48
C -2.00 1.33 2.66
C -6.61 -2.20 5.56
C -1.54 -7.34 -1.66
C -0.31 -0.63 2.61
C 2.72 2.83 -2.55
C -7.39 -0.76 3.16
C 3.85 2.43 -1.48
C -1.40 2.53 0.34
C -0.86 -4.95 -1.53
C 7.80 3.09 -2.06
C -0.28 -10.32 0.28
C -0.47 -9.00 -0.14
C 2.21 1.80 -3.63
C -8.39 -1.26 4.00
C 3.05 0.08 1.74
C 0.71 -4.19 0.13
C -0.74 -1.29 1.24
C 6.24 3.54 -2.19
C -8.04 -1.97 5.25
C -1.86 2.73 1.88
C 1.46 6.91 -3.84
C 1.09 3.33 -0.31
C 8.50 2.80 -3.47
C -9.73 -1.08 3.67
C 0.48 -1.49 3.70
C 5.38 2.24 -1.85
C -6.26 -2.90 6.71
H -0.83 -12.37 0.00
H 1.27 -3.38 0.59
H -3.44 1.67 0.03
H -0.42 2.44 -2.52
H 0.64 7.04 -4.62
H 3.69 6.43 -4.03
H -0.13 -2.35 4.12
H -2.45 -11.88 -1.81
H -2.93 3.15 1.85
H 0.24 0.99 -1.48
H 1.49 -5.69 1.45
H 4.84 0.34 -3.02
H 2.80 4.12 -5.45
H 3.94 -0.40 2.29
H -2.53 1.54 3.65
H 1.98 9.07 -4.30
H 0.99 6.38 -2.96
H 8.38 3.92 -1.56
H 6.12 4.41 -1.48
H 1.28 8.82 -2.58
H 1.57 3.84 0.60
H -0.91 -2.40 1.44
H -10.51 -1.48 4.31
H -9.35 0.65 0.78
H 4.63 3.84 0.00
H 2.98 8.27 -2.99
H -6.97 0.34 1.36
H -3.49 -1.67 4.30
H -0.92 4.09 -1.17
H 1.12 2.22 -0.08
H 7.93 2.16 -1.42
H 6.62 0.49 -2.66
H 4.19 3.53 -3.90
H -1.70 -0.85 0.84
H 2.69 6.38 -5.60
H -3.30 3.47 -0.48
H 2.69 -0.69 1.00
H 2.91 2.25 1.39
H 0.07 -1.17 0.45
H -2.67 0.60 2.10
H 0.78 -0.82 4.56
H 9.59 3.13 -3.45
H 1.44 -1.87 3.19
H 5.88 1.57 -3.97
H -11.12 -0.28 2.24
H 7.98 3.29 -4.35
H 8.51 1.68 -3.63
H -2.89 -2.93 6.34
H -1.05 0.75 -2.73
H 0.26 1.45 3.30
H 4.34 0.31 -0.71
H 6.14 3.92 -3.26
H 5.88 1.82 -0.91
H -1.24 3.50 2.43
H 0.93 4.35 -2.18
H -7.03 -3.25 7.39
H -0.22 -2.91 -1.33
H 1.38 4.33 -4.32
H -2.61 2.12 -1.56
H -0.59 4.58 0.58
H -2.79 -9.55 -2.57
H -4.65 -3.71 7.89
H 2.57 0.68 -0.77
H 0.42 -10.54 1.08
H -0.88 1.52 0.31
H -1.52 -4.73 -2.37
H 2.30 0.35 2.54

Output
Frontier orbital gap (eV): 6.95

***

(3)
Computed, not measured: the ion C3H6NO2 with charge -1 in a non-equilibrium geometry, with wB97M-V/def2-TZVPD.

Element x y z (Å)
O -1.36 -1.19 0.36
O -2.18 0.89 -0.22
N 2.66 0.06 -0.04
C 0.19 0.59 -0.20
C 1.27 -0.40 0.21
C -1.27 0.02 0.03
H 1.11 -1.33 -0.40
H 2.51 0.93 -0.42
H 1.19 -0.78 1.35
H 3.03 -0.39 -0.80
H 0.32 1.40 0.38
H 0.36 0.89 -1.22

Output
ΔE to the lowest compared entry with this formula, charge and spin (kcal/mol): 25.24
Total charge: -1
SMILES string: NCCC(=O)[O-]
Frontier orbital gap (eV): 8.14

***

| no. | E_HOMO (Ha) |
| --- | --- |
| 1 | -0.5569 |
| 2 | -0.2973 |
| 3 | -0.1447 |